Record 1
ORCA calculation (the ωB97M-V functional and the def2-TZVPD basis) on a structure of composition C20H28N4O4S3Y.

XYZ file:
```
60
C20H28N4O4S3Y (the ωB97M-V functional and the def2-TZVPD basis)
Y -0.304 0.457 0.282
C -4.764 -1.693 0.873
N -3.974 -1.947 -0.328
C -4.691 -2.593 -1.419
C -2.707 -1.576 -0.388
O -2.136 -0.986 0.553
C -1.903 -1.837 -1.664
O -0.548 -1.502 -1.423
C 0.400 -2.551 -1.429
C 1.325 -2.343 -0.236
O 1.116 -1.363 0.504
N 2.308 -3.202 -0.039
C 3.220 -3.044 1.091
C 2.522 -4.351 -0.915
H -5.079 -2.641 1.309
H -5.648 -1.114 0.608
H -4.166 -1.141 1.589
H -4.952 -3.616 -1.145
H -4.109 -2.604 -2.334
H -5.608 -2.037 -1.613
H -2.274 -1.171 -2.448
H -1.997 -2.871 -1.997
H 0.972 -2.518 -2.360
H -0.079 -3.532 -1.361
H 2.957 -2.148 1.640
H 4.242 -2.959 0.724
H 3.146 -3.913 1.744
H 2.458 -4.068 -1.963
H 1.811 -5.151 -0.703
H 3.524 -4.730 -0.736
S 1.650 2.086 -0.405
C 1.193 2.307 -2.101
C 2.220 2.686 -2.966
C 1.990 2.917 -4.314
C 3.087 3.289 -5.157
N 3.971 3.573 -5.833
C 0.694 2.770 -4.822
C -0.332 2.396 -3.968
C -0.110 2.150 -2.614
S -1.522 1.697 -1.650
C 0.410 2.985 -6.209
N 0.173 3.131 -7.323
H 3.221 2.806 -2.576
H -1.330 2.291 -4.369
C 2.278 3.444 4.118
C 1.638 2.354 3.270
S -0.100 2.677 2.962
O -0.604 1.389 2.279
C -0.795 2.564 4.615
C -0.464 1.298 5.379
H 3.354 3.279 4.151
H 1.910 3.439 5.143
H 2.110 4.430 3.685
H 1.725 1.359 3.708
H 2.077 2.341 2.270
H -1.867 2.681 4.446
H -0.463 3.471 5.125
H -0.685 0.414 4.781
H -1.068 1.252 6.283
H 0.582 1.272 5.679
```

Computed properties:
relative energy (zero: lowest compared OMol25 entry of this formula, charge and spin): 0.0 kcal per mole
highest occupied orbital energy: -9.90 eV
spin multiplicity: 1
total charge: +1
frontier orbital gap: 7.42 eV

***

Record 2
ORCA calculation (the ωB97M-V functional and the def2-TZVPD basis) on an isolated molecule of C19H36O2.

XYZ file:
```
57
C19H36O2 (the ωB97M-V functional and the def2-TZVPD basis)
C 3.141 -0.491 -1.710
C 4.287 -0.531 -0.705
C 3.811 -0.678 0.741
C 3.236 -2.061 1.046
C 2.883 -2.250 2.523
C 1.680 -1.415 2.955
C 1.285 -1.670 4.407
H 1.064 -2.731 4.544
H 2.123 -1.417 5.061
C 0.056 -0.847 4.814
C 0.346 0.623 4.798
C -0.043 1.514 3.898
C -0.852 1.267 2.663
H -1.788 1.830 2.727
H -1.099 0.211 2.574
C -0.085 1.726 1.418
C -0.810 1.410 0.109
C -0.777 -0.077 -0.243
C -1.504 -0.404 -1.548
C -0.785 0.121 -2.789
C -1.507 -0.295 -4.075
C -2.893 0.301 -4.139
O -3.921 -0.322 -4.164
O -2.844 1.640 -4.167
C -4.094 2.312 -4.208
H -4.688 2.063 -3.326
H -4.653 2.019 -5.099
H -3.869 3.375 -4.230
H -0.944 0.061 -4.940
H -1.601 -1.380 -4.130
H -0.728 1.209 -2.760
H 0.233 -0.274 -2.814
H -2.515 0.009 -1.511
H -1.600 -1.489 -1.635
H 0.262 -0.406 -0.317
H -1.248 -0.646 0.560
H -0.334 1.977 -0.693
H -1.849 1.743 0.179
H 0.077 2.804 1.486
H 0.896 1.246 1.404
H 0.255 2.547 4.029
H 0.959 0.960 5.625
H -0.772 -1.090 4.148
H -0.236 -1.132 5.828
H 0.833 -1.650 2.306
H 1.906 -0.355 2.841
H 2.659 -3.306 2.697
H 3.747 -1.991 3.139
H 3.975 -2.814 0.762
H 2.341 -2.233 0.446
H 4.657 -0.499 1.409
H 3.062 0.089 0.943
H 4.958 -1.358 -0.951
H 4.861 0.395 -0.792
H 2.583 -1.424 -1.701
H 2.461 0.325 -1.474
H 3.525 -0.336 -2.716
```

Computed properties:
relative energy (zero: lowest compared OMol25 entry of this formula, charge and spin): 1.7 kcal per mole
highest occupied orbital energy: -9.14 eV
SMILES string: CCCCCCCC/C=C\CCCCCCCC(=O)OC
spin multiplicity: 1
frontier orbital gap: 10.02 eV

***

Record 3
ORCA calculation (the ωB97M-V functional and the def2-TZVPD basis) on a cluster of 2 separate species, C2H10B2N2 in total.

XYZ file:
```
16
C2H10B2N2 (the ωB97M-V functional and the def2-TZVPD basis)
B 1.571 1.034 2.293
B -0.199 -1.162 -2.585
C -0.026 -0.244 0.868
C -1.264 0.130 0.129
N 0.856 0.830 1.094
N -1.004 -0.240 -2.169
H 2.283 1.979 2.564
H 1.222 0.157 3.020
H -0.128 -1.368 -3.691
H 0.368 -1.939 -1.772
H 0.384 -1.093 0.226
H -0.061 -0.745 1.828
H -2.145 -0.445 0.304
H -1.523 1.143 0.210
H 1.190 1.303 0.184
H -1.524 0.660 -2.501
```

Computed properties:
relative energy (zero: lowest compared OMol25 entry of this formula, charge and spin): 7.9 kcal per mole
highest occupied orbital energy (alpha / beta): -7.44 / -9.82 eV
spin multiplicity: 3
frontier orbital gap (alpha / beta): 8.09 / 7.52 eV

***

Record 4
ORCA calculation (the ωB97M-V functional and the def2-TZVPD basis) on a structure of composition C4H7CuO2.

XYZ file:
```
14
C4H7CuO2 (the ωB97M-V functional and the def2-TZVPD basis)
C 2.133 0.267 -1.769
C 0.780 0.597 -2.318
C 0.708 1.185 -0.928
C -0.029 0.532 0.075
O -0.362 1.040 1.186
Cu -0.627 2.751 2.615
H 2.880 1.069 -1.714
H 2.220 -0.609 -1.117
H 0.139 -0.278 -2.477
H 0.796 1.349 -3.116
H 0.881 2.259 -0.810
H -0.241 -0.551 -0.073
O 3.196 -0.694 -3.178
H 3.325 -0.012 -3.843
```

Computed properties:
relative energy (zero: lowest compared OMol25 entry of this formula, charge and spin): 78.3 kcal per mole
highest occupied orbital energy: -6.55 eV
spin multiplicity: 1
frontier orbital gap: 3.60 eV